Record 1
{"formula": "C5H11N", "method": "ωB97M-V/def2-TZVPD", "multiplicity": 1, "de_lowest_kcal_mol": 125.8, "homo_energy_ev": -7.549, "lumo_ha": 0.0326, "fmax_ev_per_a": 0.49, "e_tot_ev": -6848.0721, "elements": ["C", "N", "C", "C", "C", "C", "H", "H", "H", "H", "H", "H", "H", "H", "H", "H", "H"], "coordinates": [[-0.548, -1.788, -0.366], [-1.111, -0.625, 0.170], [-0.839, -0.051, 1.489], [-0.522, 0.560, 0.188], [1.679, -0.190, -0.235], [-0.553, 1.819, -0.594], [-0.710, -1.858, -1.446], [0.722, -1.205, -0.233], [-0.853, -2.696, 0.160], [0.008, -0.451, 2.055], [-1.729, 0.170, 2.079], [1.854, 0.682, 0.397], [1.791, 0.094, -1.287], [2.484, -0.905, 0.002], [-0.014, 2.602, -0.054], [-0.076, 1.681, -1.570], [-1.582, 2.163, -0.755]], "nbo_charge": [-0.433, -0.318, -0.269, 0.268, -0.903, -0.668, 0.196, 0.231, 0.197, 0.192, 0.189, 0.201, 0.201, 0.215, 0.234, 0.232, 0.234]}



Record 2
{"formula": "C5H11N2", "method": "ωB97M-V/def2-TZVPD", "multiplicity": 2, "de_lowest_kcal_mol": 37.6, "homo_energy_ev": [-4.793, -7.691], "lumo_ha": [0.0194, 0.0191], "fmax_ev_per_a": 3.79, "e_tot_ev": -8339.1134, "elements": ["C", "C", "C", "C", "N", "C", "N", "H", "H", "H", "H", "H", "H", "H", "H", "H", "H", "H"], "coordinates": [[-1.256, 0.290, -1.504], [0.297, 0.062, -1.629], [1.064, 0.893, -0.608], [0.854, 0.847, 0.716], [0.260, -0.318, 1.282], [1.014, -0.945, 2.227], [-1.732, -0.434, -0.273], [-1.652, -0.084, -2.437], [-1.415, 1.344, -1.306], [0.546, 0.441, -2.609], [0.383, -1.009, -1.430], [1.731, 1.661, -0.986], [0.965, 1.687, 1.394], [1.510, -0.317, 2.970], [0.958, -2.022, 2.318], [-2.693, -0.196, -0.126], [-1.713, -1.402, -0.637], [-0.840, -0.568, 0.517]], "nbo_charge": [-0.215, -0.442, -0.306, 0.026, -0.739, -0.321, -0.756, 0.192, 0.209, 0.221, 0.208, 0.202, 0.185, 0.145, 0.162, 0.401, 0.387, 0.440]}



Record 3
{"formula": "C5H11N2", "method": "ωB97M-V/def2-TZVPD", "charge": 1, "multiplicity": 1, "de_lowest_kcal_mol": 140.2, "homo_energy_ev": [-13.291, -13.985], "lumo_ha": [-0.2239, -0.1861], "fmax_ev_per_a": 4.30, "e_tot_ev": -8331.0395, "elements": ["C", "C", "C", "C", "C", "N", "N", "H", "H", "H", "H", "H", "H", "H", "H", "H", "H", "H"], "coordinates": [[1.856, -0.648, -0.273], [2.041, -0.812, 0.990], [0.867, -0.409, -1.207], [-2.093, -0.835, 0.210], [0.105, 1.854, -0.240], [-0.885, -0.123, 0.518], [-0.202, 0.397, -0.496], [1.535, -0.298, 1.679], [2.824, -1.441, 1.376], [1.016, 0.039, -2.152], [0.433, -1.383, -1.487], [-2.157, -1.267, -0.904], [-2.055, -1.858, 0.679], [-3.013, -0.321, 0.639], [-0.799, 2.353, 0.114], [0.917, 1.977, 0.480], [0.571, 2.344, -1.235], [-0.961, 0.431, 1.308]], "nbo_charge": [0.302, -0.467, -0.373, -0.475, -0.460, -0.346, -0.050, 0.228, 0.279, 0.266, 0.262, 0.249, 0.232, 0.246, 0.243, 0.223, 0.255, 0.387]}



Record 4
{"formula": "C5H11N2", "method": "ωB97M-V/def2-TZVPD", "charge": 1, "multiplicity": 1, "de_lowest_kcal_mol": 29.7, "homo_energy_ev": -14.428, "lumo_ha": -0.1290, "fmax_ev_per_a": 4.29, "e_tot_ev": -8335.8324, "elements": ["C", "C", "N", "C", "N", "C", "C", "H", "H", "H", "H", "H", "H", "H", "H", "H", "H", "H"], "coordinates": [[-3.059, -0.197, 0.305], [-2.023, 0.614, -0.536], [-0.781, 0.632, -0.262], [0.502, 0.518, 0.029], [1.164, 1.226, 0.909], [1.303, -0.423, -0.885], [2.286, -1.131, 0.077], [-3.599, -0.930, -0.459], [-2.669, -0.564, 1.227], [-3.686, 0.698, 0.484], [-2.258, 1.337, -1.270], [2.184, 0.915, 1.064], [0.750, 1.980, 1.456], [0.583, -1.036, -1.355], [1.764, 0.121, -1.665], [3.006, -0.363, 0.162], [1.789, -1.418, 1.017], [2.743, -1.977, -0.297]], "nbo_charge": [-0.663, 0.277, -0.400, 0.544, -0.745, -0.429, -0.602, 0.273, 0.248, 0.252, 0.215, 0.445, 0.438, 0.232, 0.248, 0.195, 0.223, 0.248]}



Record 5
{"formula": "C5H11N2", "method": "ωB97M-V/def2-TZVPD", "charge": 1, "multiplicity": 1, "de_lowest_kcal_mol": 72.2, "homo_energy_ev": -12.538, "lumo_ha": -0.1410, "fmax_ev_per_a": 4.65, "e_tot_ev": -8333.9896, "elements": ["C", "N", "C", "C", "C", "C", "N", "H", "H", "H", "H", "H", "H", "H", "H", "H", "H", "H"], "coordinates": [[0.836, -0.481, -2.155], [0.463, -0.115, -1.028], [0.223, -0.876, 0.084], [0.686, -2.103, 0.245], [-0.493, -0.229, 1.313], [-1.246, 1.048, 0.829], [-0.245, 2.153, 0.552], [1.319, 0.171, -2.933], [0.189, -1.223, -2.605], [0.951, -2.598, 1.201], [0.837, -2.656, -0.711], [0.246, 0.051, 2.026], [-1.241, -1.007, 1.785], [-2.000, 1.334, 1.540], [-1.824, 0.796, -0.082], [0.280, 2.571, 1.295], [-0.669, 2.795, -0.074], [0.348, 1.342, -0.004]], "nbo_charge": [0.056, -0.498, 0.092, -0.365, -0.460, -0.242, -0.740, 0.201, 0.174, 0.237, 0.209, 0.227, 0.275, 0.238, 0.235, 0.441, 0.436, 0.484]}



Record 6
{"formula": "C5H11N2", "method": "ωB97M-V/def2-TZVPD", "charge": 1, "multiplicity": 1, "de_lowest_kcal_mol": 82.2, "homo_energy_ev": -12.482, "lumo_ha": -0.1761, "fmax_ev_per_a": 2.35, "e_tot_ev": -8333.5566, "elements": ["C", "C", "N", "H", "H", "H", "H", "H", "H", "C", "C", "C", "N", "H", "H", "H", "H", "H"], "coordinates": [[-0.853, 0.785, 2.400], [-2.355, -0.253, 0.807], [-1.203, 0.239, 1.057], [-0.853, 1.868, 2.302], [0.139, 0.450, 2.631], [-1.564, 0.421, 3.120], [-3.071, -0.182, 1.635], [-2.545, -0.485, -0.246], [-0.357, 0.139, 0.410], [1.061, -0.824, -0.906], [-0.008, -0.358, -1.565], [2.950, 0.048, -1.890], [2.300, -0.203, -0.824], [1.014, -1.799, -0.436], [-0.196, 0.747, -1.662], [-0.717, -1.014, -2.097], [3.530, 0.977, -1.977], [2.728, -0.557, -2.760]], "nbo_charge": [-0.424, 0.106, -0.405, 0.247, 0.241, 0.228, 0.231, 0.244, 0.474, -0.013, -0.563, 0.039, -0.442, 0.207, 0.214, 0.245, 0.205, 0.167]}



Record 7
{"formula": "C5H11N2", "method": "ωB97M-V/def2-TZVPD", "charge": 1, "multiplicity": 1, "de_lowest_kcal_mol": 67.7, "homo_energy_ev": -13.587, "lumo_ha": -0.1813, "fmax_ev_per_a": 3.92, "e_tot_ev": -8334.1840, "elements": ["C", "N", "C", "C", "N", "C", "C", "H", "H", "H", "H", "H", "H", "H", "H", "H", "H", "H"], "coordinates": [[3.296, 0.275, 0.249], [2.513, -0.510, -0.293], [1.128, 0.067, -0.511], [0.056, -0.070, 0.527], [-1.379, 0.047, 0.091], [-1.867, 1.009, -0.535], [-2.183, -1.164, 0.275], [3.041, 1.302, 0.465], [4.306, 0.003, 0.183], [0.788, -0.343, -1.454], [1.208, 1.165, -0.689], [0.136, -0.997, 1.010], [0.406, 0.741, 1.296], [-2.957, 1.027, -0.914], [-1.202, 1.914, -0.536], [-1.791, -2.107, -0.278], [-2.384, -1.330, 1.375], [-3.114, -1.030, -0.261]], "nbo_charge": [-0.022, -0.356, -0.277, -0.248, -0.225, 0.111, -0.451, 0.145, 0.198, 0.214, 0.177, 0.238, 0.248, 0.256, 0.233, 0.266, 0.261, 0.231]}



Record 8
{"formula": "C5H11N2", "method": "ωB97M-V/def2-TZVPD", "charge": 1, "multiplicity": 1, "de_lowest_kcal_mol": 70.8, "homo_energy_ev": -13.003, "lumo_ha": -0.1281, "fmax_ev_per_a": 4.76, "e_tot_ev": -8334.0478, "elements": ["C", "C", "C", "N", "C", "N", "C", "H", "H", "H", "H", "H", "H", "H", "H", "H", "H", "H"], "coordinates": [[-0.484, -2.310, -0.081], [0.058, -1.091, -0.091], [1.469, -0.729, -0.071], [1.583, 0.751, -0.192], [0.294, 1.350, 0.342], [-0.699, 0.497, -0.312], [-2.065, 0.812, -0.069], [-1.488, -2.522, -0.153], [0.285, -3.092, -0.034], [2.065, -1.076, 0.866], [1.954, -1.273, -0.938], [2.461, 1.171, 0.315], [1.431, 1.072, -1.118], [0.185, 2.332, 0.045], [0.305, 1.263, 1.500], [-2.703, 0.133, -0.561], [-2.252, 0.926, 1.067], [-2.399, 1.786, -0.513]], "nbo_charge": [-0.387, 0.164, -0.319, -0.509, -0.047, -0.453, -0.432, 0.242, 0.233, 0.261, 0.270, 0.468, 0.449, 0.223, 0.189, 0.235, 0.184, 0.228]}